Molecular formula: CH4N4OS
Method: DFT, ωB97M-V/def2-TZVPD

For the total energy, the calculation gives -732.80508 a.u. The calculation puts the HOMO-LUMO gap at 9.839 eV.

```
! wB97M-V def2-TZVPD RIJCOSX def2/J DEFGRID3
* xyz 0 1
S -1.202 1.069 -0.161
O 0.335 1.568 0.031
N -1.032 -1.304 -0.584
N -1.262 -0.058 1.168
N -1.215 -1.229 0.672
N -1.173 -0.070 -1.253
C 1.422 0.726 0.331
H 1.871 0.257 -0.670
H -1.160 -2.195 -1.202
H 2.305 1.299 0.679
H 1.109 -0.062 0.989
*
```

Results of the Mulliken charge analysis, in e, for atoms 1 through 2:
1 S 0.45
2 O -0.35